Formula: CH4NO3
Source: OMol25
Level of theory: wB97M-V/def2-TZVPD

Structure (XYZ):
```
9
Properties=species:S:1:pos:R:3:forces:R:3:mulliken_charge:R:1
C -0.433 -0.222 -0.151 -0.2 0.9 1.4 0.712
N 0.886 0.501 -0.093 0.2 3.3 -0.8 -0.364
O -1.337 0.070 -1.049 -0.2 -0.8 -3.5 -0.200
O -1.441 0.683 0.227 0.2 0.1 2.2 -0.268
O -0.216 -1.408 0.409 0.6 0.6 -0.4 -0.435
H 1.408 0.944 -0.948 -1.7 -1.4 1.2 0.413
H 1.502 -0.153 0.343 1.0 -0.3 0.7 0.348
H 0.669 1.368 0.538 0.7 -1.9 -1.0 0.421
H -1.036 -1.783 0.724 -0.8 -0.5 0.2 0.374
```
Forces are in eV/Å.

## Properties
SMILES = [NH3+]C1(O)OO1
LUMO energy = -4.344 eV
charge = +1
gap between HOMO and LUMO = 11.925 eV
HOMO = -16.27 eV
DFT total energy = -8723.0542 eV
F_max = 3.62 eV/A



Formula: C29H49AsCl3CoN3OS2SbSi3
Source: OMol25
Level of theory: wB97M-V/def2-TZVPD

Structure (XYZ):
```
93
Properties=species:S:1:pos:R:3:forces:R:3:mulliken_charge:R:1
Co 0.446 -1.173 -1.217 0.7 0.1 0.5 0.110
N 1.452 -0.637 -3.991 -2.4 -0.9 2.7 -0.627
C 0.833 -0.854 -2.991 2.0 0.2 -5.9 -0.099
C 0.777 -4.080 -4.204 0.3 -0.5 -0.3 -0.928
As 0.340 -4.446 -2.366 -0.1 0.6 0.3 0.664
C 0.759 -6.347 -2.061 0.1 0.7 1.2 -0.983
C -1.594 -4.141 -2.218 0.5 0.3 0.3 -0.932
S 1.249 -3.099 -0.816 0.1 -2.7 -0.4 -0.441
H -0.007 -4.545 -4.839 0.2 0.6 0.4 0.421
H 1.688 -4.636 -4.433 0.1 0.1 0.1 0.381
H 0.964 -3.014 -4.368 -0.4 -0.3 -0.1 0.164
H -0.143 -6.947 -2.004 -0.2 0.2 0.3 0.354
H 1.315 -6.324 -1.092 -0.5 -0.4 -0.7 0.309
H 1.356 -6.816 -2.824 0.5 0.3 -0.4 0.385
H -1.726 -3.517 -1.301 -0.1 -0.6 -0.8 0.127
H -1.986 -5.154 -2.079 -0.5 0.4 -0.1 0.454
H -1.983 -3.611 -3.120 0.3 -0.6 0.7 0.337
C 6.271 0.082 -0.979 -0.6 0.6 -0.7 -0.927
Si 4.886 -1.162 -0.797 -0.9 1.0 0.7 0.571
C 4.822 -2.451 -2.148 -1.5 -0.8 1.3 -1.004
C 4.774 -1.839 0.926 0.7 0.8 0.4 -0.935
Sb 2.600 0.130 -1.065 1.4 0.6 -0.5 -0.301
Si 2.375 1.763 0.807 -0.1 -1.5 0.7 0.658
C 4.041 2.488 1.073 0.2 2.0 0.3 -1.047
C 1.716 0.836 2.379 0.7 0.5 -0.4 -1.167
C 1.105 2.968 0.230 0.0 1.1 0.3 -0.674
Si 2.908 1.445 -3.473 0.5 0.9 1.9 1.023
C 4.068 2.821 -2.787 -1.2 0.6 0.0 -1.231
C 4.032 0.486 -4.568 -0.8 -0.8 -0.7 -1.011
C 1.385 2.317 -4.167 -0.5 -0.1 1.2 -1.205
H 6.103 0.474 -2.001 0.5 -0.1 0.3 0.146
H 7.215 -0.450 -0.933 0.3 0.1 -0.1 0.469
H 6.298 0.971 -0.310 -0.2 -0.9 -0.2 0.255
H 5.772 -2.544 -2.573 1.4 -0.1 -1.1 0.519
H 4.039 -2.177 -2.837 0.1 0.3 -0.7 0.201
H 4.500 -3.469 -1.828 0.4 0.7 0.3 0.268
H 4.538 -1.034 1.696 0.0 -1.2 -1.0 0.176
H 5.740 -2.305 1.194 -0.4 0.0 0.0 0.416
H 4.017 -2.598 0.784 -0.4 -0.3 0.8 0.225
H 4.713 1.994 1.783 -0.2 -0.1 -0.2 0.370
H 3.791 3.506 1.515 0.7 -0.9 -0.4 0.363
H 4.556 2.658 0.099 -0.3 -0.1 0.8 0.196
H 2.510 0.480 3.045 0.1 0.5 -0.1 0.434
H 1.130 -0.056 2.235 -0.4 -0.3 -0.6 0.289
H 1.085 1.552 2.897 -0.1 0.1 0.4 0.303
H 1.401 3.463 -0.711 -0.1 -0.2 0.3 0.204
H 0.947 3.759 1.004 0.0 -0.5 -0.6 0.448
H 0.163 2.454 0.063 -0.2 0.0 0.0 -0.055
H 4.576 3.328 -3.625 -0.3 0.1 0.4 0.482
H 4.824 2.492 -2.099 0.5 -0.5 0.1 0.251
H 3.471 3.542 -2.171 0.4 -0.2 -0.7 0.248
H 4.505 -0.291 -3.964 0.3 0.2 -0.2 0.142
H 4.734 1.139 -5.069 0.4 0.1 0.1 0.391
H 3.432 -0.031 -5.331 0.3 0.1 0.2 0.342
H 0.503 2.392 -3.474 1.2 0.4 -0.1 0.154
H 0.941 1.735 -4.929 -0.1 -0.7 -1.2 0.461
H 1.657 3.294 -4.559 -0.1 0.2 0.1 0.417
Cl -9.759 0.564 4.226 -0.2 -0.3 0.2 -0.185
C -8.148 0.580 3.653 1.5 -1.2 -0.1 0.194
C -7.207 -0.456 3.885 -0.9 0.0 0.3 -0.736
C -5.886 -0.369 3.433 -0.6 -1.6 0.4 -0.260
C -5.461 0.694 2.675 -1.3 0.3 -0.4 0.140
C -4.075 0.667 2.132 0.4 0.8 -0.7 0.057
C -4.225 0.455 0.605 0.4 0.7 -0.4 -1.112
N -2.946 0.543 -0.167 -0.6 -0.3 0.2 0.472
C -2.760 1.362 -1.288 0.0 -0.7 1.2 -0.803
C -1.559 1.015 -1.818 1.1 -0.6 0.1 -0.484
N -1.000 -0.026 -1.016 -2.6 1.9 -0.1 0.507
C -1.878 -0.278 -0.062 -0.4 0.6 -0.3 -0.264
O -3.496 1.944 2.471 0.6 -1.2 -0.5 -0.181
C -2.222 1.908 3.137 0.9 0.8 -0.2 -0.442
C -2.348 1.899 4.632 -0.6 -0.3 -0.1 0.381
C -3.090 2.880 5.254 0.4 -0.4 -0.2 0.408
Cl -3.520 4.458 4.679 0.0 -0.7 -0.1 -0.182
S -3.554 2.425 6.825 0.9 -0.4 0.6 -0.164
C -2.569 0.989 6.732 -0.6 -0.4 2.0 -0.294
C -2.011 0.802 5.529 -0.8 1.0 -1.2 -0.864
C -6.457 1.658 2.329 0.8 -0.4 0.7 0.659
Cl -6.107 3.002 1.271 -0.1 0.0 0.2 -0.199
C -7.749 1.619 2.855 0.8 0.8 -0.9 -0.726
H -7.556 -1.362 4.382 0.2 0.3 0.1 0.388
H -5.211 -1.269 3.568 -0.8 1.3 0.1 0.271
H -3.488 -0.210 2.471 -0.2 0.6 0.6 0.525
H -4.905 1.244 0.233 0.6 -0.5 -0.1 0.387
H -4.704 -0.515 0.407 0.2 0.2 0.1 0.171
H -3.554 2.067 -1.489 0.4 0.1 -0.4 0.470
H -0.995 1.404 -2.688 -0.7 -0.4 0.9 0.191
H -1.715 -1.084 0.649 -0.4 0.4 0.1 0.491
H -1.741 2.879 2.860 -0.2 -0.8 -0.1 0.359
H -1.601 1.054 2.792 -0.3 0.5 0.0 0.051
H -2.458 0.324 7.620 -0.3 0.7 -0.9 0.385
H -1.529 -0.122 5.251 0.4 0.1 -0.1 0.393
H -8.401 2.433 2.568 -0.2 -0.1 0.2 0.432
```
Forces are in eV/Å.

## Properties
spin multiplicity = 4
LUMO energy (alpha / beta) = -2.154 / -2.769 eV
charge = +1
gap between HOMO and LUMO (alpha / beta) = 7.272 / 7.472 eV
HOMO (alpha / beta) = -9.43 / -10.24 eV
DFT total energy = -225254.3134 eV
F_max = 6.22 eV/A



Formula: C2H8O6P2
Source: OMol25
Level of theory: wB97M-V/def2-TZVPD

Structure (XYZ):
```
18
Properties=species:S:1:pos:R:3:forces:R:3:mulliken_charge:R:1
C 1.570 -0.680 0.614 -1.4 -2.1 2.1 -0.174
C 2.358 0.290 -0.087 -0.6 1.2 -2.9 -0.598
O 2.089 1.611 0.413 1.6 0.6 2.4 -0.511
O -0.929 0.880 0.644 0.4 3.1 0.0 -0.223
O -2.418 0.765 -1.611 1.2 -1.0 5.1 -0.498
O -0.614 -2.322 0.928 4.1 0.5 -0.4 -0.463
O -0.363 -1.139 -1.429 0.5 0.1 2.4 -0.764
O -2.656 -0.814 0.832 -0.4 0.5 -0.3 -0.539
P -2.552 0.654 0.664 -0.1 0.3 0.7 0.268
P 0.126 -1.238 0.007 1.5 -0.7 -1.0 0.823
H 1.777 -0.733 1.733 -0.6 -0.4 -1.6 0.252
H 3.419 0.077 -0.091 0.4 0.0 0.2 0.355
H 2.023 0.323 -1.187 0.6 0.0 1.5 0.255
H 2.582 1.691 1.315 -1.4 -0.1 -2.4 0.330
H -0.518 1.850 0.578 -1.2 -3.0 0.1 0.325
H -2.597 0.913 -2.461 -1.5 1.2 -5.4 0.277
H -1.496 -2.145 0.732 -3.7 0.3 -0.1 0.441
H -1.803 0.016 -1.594 0.6 -0.5 -0.3 0.447
```
Forces are in eV/Å.

## Properties
LUMO energy = 0.403 eV
gap between HOMO and LUMO = 8.938 eV
HOMO = -8.53 eV
DFT total energy = -33066.5247 eV
F_max = 5.68 eV/A



Formula: C5H20BrN2O7Pt
Source: OMol25
Level of theory: wB97M-V/def2-TZVPD

Structure (XYZ):
```
36
Properties=species:S:1:pos:R:3:forces:R:3:mulliken_charge:R:1
Pt 1.048 0.305 1.189 0.0 0.0 0.0 0.975
Br 4.091 0.251 4.948 0.0 0.0 -0.1 0.010
C 5.920 1.582 -2.732 -1.5 -0.1 -1.0 0.677
O 5.028 0.996 -2.182 -2.1 -0.7 1.2 -0.657
N 7.163 1.275 -2.602 4.0 -0.7 0.9 -0.374
N 5.763 2.522 -3.676 -1.2 1.2 -0.4 -0.417
H 7.763 1.797 -3.224 0.8 -1.1 0.6 0.148
H 7.390 0.447 -2.070 0.5 0.4 -0.2 0.223
H 6.606 2.951 -4.033 -0.9 0.2 -0.6 0.176
H 4.853 2.464 -4.110 0.5 0.8 -0.4 0.222
C -2.226 -0.453 -5.464 0.1 0.9 -0.4 -0.400
C -1.694 0.521 -4.387 1.5 0.0 0.6 -0.453
O -1.932 0.144 -3.045 -0.8 -0.8 0.2 -0.505
O -1.941 -1.826 -5.266 -0.1 0.3 0.5 -0.484
H -1.727 -0.159 -6.388 -0.1 0.2 -0.2 0.231
H -3.295 -0.325 -5.634 -0.1 0.2 0.1 0.372
H -2.008 1.564 -4.356 -0.5 0.1 -1.5 0.360
H -0.608 0.593 -4.435 0.1 -0.3 -0.4 0.256
H -2.892 0.141 -3.070 -0.3 -0.3 1.0 0.303
H -2.793 -2.265 -5.216 0.2 -0.2 0.1 0.319
C -4.070 -1.773 6.252 -2.1 1.6 -0.3 -0.273
C -3.001 -0.782 5.923 2.5 -0.5 0.9 -0.440
O -2.828 -0.330 4.598 -0.7 -0.5 -0.8 -0.512
O -3.821 -3.096 5.935 0.7 -0.8 -0.4 -0.504
H -4.943 -1.461 5.679 -0.6 0.2 0.2 0.246
H -4.324 -1.700 7.310 0.1 0.0 0.1 0.283
H -2.144 -1.407 6.174 0.8 0.4 -0.2 0.234
H -2.898 0.139 6.496 -0.7 -0.4 0.9 0.363
H -3.615 0.205 4.473 0.0 0.3 -0.6 0.306
H -4.182 -3.252 5.059 0.2 -0.2 0.0 0.297
O 0.376 4.233 1.326 0.1 -0.5 0.0 -0.632
H -0.526 4.542 1.404 -0.3 0.1 0.0 0.322
H 0.893 5.030 1.205 0.2 0.2 0.0 0.322
O 0.330 -3.939 1.214 0.1 0.4 0.0 -0.640
H 0.818 -4.758 1.292 0.2 -0.2 0.0 0.324
H -0.575 -4.178 1.414 -0.3 -0.1 0.0 0.322
```
Forces are in eV/Å.

## Properties
spin multiplicity = 3
LUMO energy (alpha / beta) = -7.402 / -7.466 eV
charge = +1
gap between HOMO and LUMO (alpha / beta) = 4.628 / 4.563 eV
HOMO (alpha / beta) = -12.03 / -12.03 eV
DFT total energy = -96096.7355 eV
F_max = 4.15 eV/A



Formula: C4H8O2S
Source: OMol25
Level of theory: wB97M-V/def2-TZVPD

Structure (XYZ):
```
15
Properties=species:S:1:pos:R:3:forces:R:3:mulliken_charge:R:1
C 0.784 -0.940 0.472 -1.2 2.6 -3.1 -1.021
C 1.195 0.365 -0.339 1.6 -1.3 0.3 -0.397
C 0.008 0.722 -1.092 -0.3 4.2 1.9 -0.877
S -1.338 0.601 0.081 4.8 2.0 -2.0 1.082
O -2.422 0.449 -0.751 -5.3 -2.0 -1.9 -0.651
O -1.227 1.825 0.764 -0.2 1.5 3.2 -0.640
C -0.651 -0.813 0.932 -1.1 -0.1 2.3 -0.411
H 1.283 -1.000 1.311 3.2 -0.1 4.1 0.428
H 0.940 -1.850 0.015 0.2 -1.8 -1.6 0.406
H 1.959 0.399 -1.146 0.4 -1.1 1.2 0.310
H 1.504 1.015 0.460 0.0 1.0 -0.1 0.281
H -0.212 -0.006 -1.701 -0.9 -4.2 -3.7 0.476
H 0.072 1.640 -1.766 -0.5 -0.7 1.6 0.383
H -1.146 -1.735 0.665 -0.8 0.1 0.0 0.299
H -0.746 -0.673 2.092 0.1 -0.1 -2.3 0.332
```
Forces are in eV/Å.

## Properties
SMILES = O=S1(=O)CCCC1
LUMO energy = 0.765 eV
gap between HOMO and LUMO = 10.742 eV
HOMO = -9.98 eV
DFT total energy = -19205.3168 eV
F_max = 5.98 eV/A



Formula: C3H7N2O5P
Source: OMol25
Level of theory: wB97M-V/def2-TZVPD

Structure (XYZ):
```
18
Properties=species:S:1:pos:R:3:forces:R:3:mulliken_charge:R:1
C -0.879 -0.989 -2.148 0.8 -0.7 -0.6 -0.686
O -1.162 0.090 -1.203 -0.1 -2.0 1.3 -0.240
C -1.502 -0.410 0.108 -1.9 0.4 -1.0 -0.460
P -0.041 -1.231 0.998 1.9 2.2 -0.2 0.297
N 0.934 -0.092 1.964 3.5 -1.9 -2.4 -0.367
C 2.161 -0.041 1.435 0.8 0.4 -5.6 0.754
O 3.112 -0.007 0.609 -6.2 -0.3 6.8 -0.344
H -0.805 -2.037 -1.646 -0.3 1.7 -0.7 0.308
H -1.681 -1.083 -2.987 1.4 0.5 1.6 0.236
H 0.172 -0.767 -2.585 -1.9 -0.3 0.5 0.273
H -1.987 0.441 0.724 1.3 -1.2 -0.9 0.391
H -2.333 -1.223 -0.018 1.5 1.0 0.5 0.424
H 0.862 -1.690 -0.046 -0.9 0.1 0.8 0.149
H -0.445 -2.391 1.735 0.2 0.8 -0.1 0.194
N 0.898 2.860 0.765 -0.1 0.7 0.6 0.916
O 0.797 1.972 -0.107 -0.1 -0.8 -0.4 -0.576
O 2.014 3.138 1.241 0.2 -0.3 0.1 -0.619
O -0.116 3.460 1.161 -0.1 -0.2 -0.1 -0.649
```
Forces are in eV/Å.

## Properties
LUMO energy = -1.933 eV
gap between HOMO and LUMO = 5.457 eV
HOMO = -7.39 eV
DFT total energy = -25721.9838 eV
F_max = 9.23 eV/A